Record 1
{
  "formula": "C29H56As3CoN3O2SeSi",
  "method": "ωB97M-V with the def2-TZVPD basis set",
  "e_lumo_ha": [0.017, 0.017],
  "s_squared": 3.76,
  "multiplicity": 4,
  "e_above_lowest_kcal_mol": 0.0,
  "homo_ev": [-7.4, -7.6],
  "homo_lumo_gap_ev": [7.87, 8.04],
  "species": ["C", "H", "H", "H", "H", "H", "H", "H", "H", "C", "H", "As", "As", "H", "C", "C", "H", "C", "O", "H", "H", "H", "C", "H", "H", "H", "C", "O", "C", "H", "H", "C", "H", "C", "C", "C", "H", "C", "H", "H", "H", "C", "H", "H", "H", "C", "H", "H", "H", "H", "H", "C", "H", "C", "H", "C", "H", "H", "C", "C", "H", "C", "As", "H", "C", "N", "H", "C", "H", "C", "Co", "H", "H", "H", "H", "H", "H", "H", "C", "H", "H", "Si", "Se", "H", "H", "N", "H", "C", "C", "H", "H", "N", "C", "H", "H", "C"],
  "coordinates": [[-16.5896, -14.8965, 3.6466], [-18.8853, -13.6529, 2.6202], [-15.6927, -12.4547, 6.8883], [-17.1923, -7.6082, 2.2979], [-15.3199, -9.6734, -1.6533], [-13.6148, -6.7364, 0.7961], [-12.7781, -12.4623, -0.1619], [-18.1332, -9.0926, 2.0943], [-22.6932, -12.1978, 5.7804], [-17.0355, -14.6407, 2.2336], [-12.0005, -7.8427, 4.2993], [-13.3775, -12.6520, 3.0374], [-13.6226, -8.6943, 2.3841], [-13.6980, -7.9688, 4.7250], [-19.1133, -9.1111, 4.9150], [-11.9556, -10.8682, 0.9718], [-10.5847, -10.2986, -0.6080], [-23.4208, -11.4019, 2.0746], [-15.5790, -14.1357, 3.9961], [-18.0040, -11.8819, 3.3836], [-25.4939, -11.7471, 2.5045], [-23.5982, -11.2277, 1.0339], [-12.9159, -8.4462, 4.1921], [-11.1085, -12.5599, 2.1538], [-15.7988, -14.2179, 6.6317], [-15.0375, -8.7801, -0.1197], [-22.9300, -11.9365, 4.7277], [-17.1440, -15.7292, 4.3306], [-16.0914, -13.3894, 7.2700], [-19.3570, -14.1720, 8.2249], [-12.5448, -6.3356, 2.1535], [-22.1272, -11.4302, 2.5632], [-16.3787, -9.1761, 2.1235], [-10.6088, -10.9901, 0.2328], [-16.7715, -7.1223, 5.1705], [-20.9629, -11.3250, 1.7636], [-12.6617, -12.1251, 5.3287], [-12.9881, -11.3798, -0.0298], [-12.7411, -9.4379, 4.6655], [-15.7162, -6.9331, 4.9674], [-16.1442, -14.5511, 1.6142], [-11.8034, -11.7368, 2.2918], [-18.1551, -13.3131, 1.0384], [-14.2873, -6.3443, 2.2993], [-20.8347, -11.8770, 4.2419], [-13.1670, -14.3346, 2.0996], [-11.1982, -8.9201, 1.7837], [-13.4076, -13.6711, 5.2435], [-13.5458, -15.0935, 2.7744], [-11.6952, -13.5153, 4.7909], [-12.1520, -14.5622, 1.8130], [-24.4861, -11.6376, 2.9341], [-17.3166, -6.2772, 4.7169], [-17.6204, -13.2215, 7.5130], [-13.8275, -14.3653, 1.2404], [-15.5106, -12.5704, -1.0283], [-19.4683, -10.0239, 4.4355], [-12.7533, -10.9663, -1.0220], [-24.2237, -11.9151, 4.2550], [-17.8602, -11.9780, 8.3965], [-15.0577, -13.5711, -0.8672], [-13.4397, -6.8409, 1.8462], [-14.9182, -11.2914, 0.3082], [-17.5847, -15.5444, 1.9263], [-17.2523, -8.6802, 2.5596], [-17.3725, -12.1674, 2.5907], [-10.5490, -12.0284, -0.1470], [-18.3076, -14.4404, 8.0996], [-17.2974, -11.1474, 7.9755], [-12.1063, -9.3381, 1.2733], [-15.6648, -12.1679, 3.7948], [-19.1491, -9.3364, 5.9816], [-15.2692, -12.2274, -2.0233], [-17.4531, -11.4228, 1.8774], [-17.4703, -12.1840, 9.4226], [-25.0200, -12.1611, 4.9115], [-18.2783, -15.3339, 7.4502], [-11.4293, -11.0648, 3.0552], [-21.8573, -11.7196, 3.8877], [-19.7950, -8.2653, 4.7456], [-12.2551, -8.8164, 0.3446], [-17.2978, -8.7953, 4.4145], [-15.8040, -10.3060, 5.2161], [-18.9418, -11.8036, 8.3893], [-9.8214, -10.7979, 0.9258], [-18.9254, -12.7047, 5.3098], [-15.6108, -13.4245, 8.2561], [-18.2839, -12.9972, 6.2293], [-15.5198, -9.6721, -0.5898], [-16.9057, -7.0455, 6.2692], [-16.5840, -9.5162, -0.3980], [-19.9365, -11.3207, 1.2150], [-12.6647, -13.0531, 4.7791], [-16.5991, -12.6820, -0.9244], [-17.8596, -14.7042, 9.0465], [-17.9574, -13.4529, 2.0914]],
  "lowdin_charge": [-0.65, 0.11, -0.01, 0.04, 0.02, 0.01, 0.07, 0.01, 0.12, -0.12, 0.04, 1.08, 1.11, -0.04, -0.21, -0.66, 0.09, -0.03, -0.24, 0.04, 0.12, 0.11, -0.34, 0.06, 0.08, 0.00, -0.06, 0.06, -0.05, 0.09, 0.02, -0.24, -0.07, -0.08, -0.23, -0.14, 0.02, -0.39, 0.00, 0.00, 0.09, -0.30, 0.09, 0.01, 0.07, -0.26, 0.09, 0.01, 0.03, 0.04, 0.03, -0.07, 0.03, -0.58, 0.00, -0.33, -0.02, 0.09, -0.08, -0.03, 0.03, -0.32, 1.06, 0.13, -0.25, -0.04, 0.09, -0.04, 0.06, -0.35, 0.20, 0.02, 0.02, 0.04, 0.10, 0.10, 0.10, 0.06, -0.04, 0.04, 0.06, 0.14, 0.36, 0.09, 0.07, 0.22, 0.09, -0.16, -0.33, 0.04, 0.02, 0.19, -0.27, 0.02, 0.08, -0.24]
}



Record 2
{
  "formula": "C29H56BBrF6NO13S2",
  "method": "ωB97M-V with the def2-TZVPD basis set",
  "e_lumo_ha": -0.095,
  "charge": 1,
  "homo_ev": -12.3,
  "homo_lumo_gap_ev": 9.67,
  "species": ["C", "F", "H", "H", "H", "O", "H", "O", "O", "S", "H", "H", "H", "C", "O", "C", "C", "H", "O", "H", "C", "C", "C", "H", "O", "H", "H", "F", "H", "O", "C", "H", "F", "H", "H", "H", "C", "H", "B", "S", "H", "H", "H", "H", "H", "H", "H", "C", "H", "C", "C", "O", "C", "C", "H", "C", "H", "C", "O", "H", "H", "H", "H", "H", "H", "C", "F", "O", "C", "C", "H", "O", "F", "C", "H", "H", "Br", "H", "O", "H", "H", "H", "H", "C", "C", "C", "H", "H", "C", "C", "C", "H", "F", "C", "H", "H", "H", "C", "H", "H", "H", "H", "H", "O", "H", "H", "N", "H", "C"],
  "coordinates": [[-2.0909, 1.0432, 2.3091], [1.2876, -3.2685, -0.5060], [-1.1513, -0.3935, 4.8987], [-0.2990, 2.9593, 1.7606], [-2.5989, -0.8164, 3.3669], [-1.3668, 0.4275, 4.4468], [7.3168, -1.0814, 6.2612], [-4.9165, 3.4918, 0.7659], [-0.5365, -2.3912, 0.1931], [6.7825, -2.5855, 4.5430], [3.5913, 2.1986, -1.4250], [-0.9467, -1.3201, -3.4881], [0.2935, -1.4605, -9.4224], [-5.0892, -3.7502, -1.0365], [-2.1649, -0.7212, -1.0323], [-2.3289, 2.9423, 0.1026], [-2.6660, 0.5691, 0.9593], [-3.4225, -0.4318, -2.5439], [7.4081, -3.7263, 3.9555], [4.0373, 1.8653, 2.2350], [7.8221, -1.9209, 5.7930], [-3.3822, 1.8885, -3.8502], [4.8139, 1.9336, 1.4720], [1.4671, 3.2717, -1.4791], [-2.3627, 2.1844, -4.7924], [-2.2818, 2.0880, 2.5240], [4.0836, -2.6247, 4.1382], [-3.6261, 0.6344, 5.5873], [5.2045, 3.2444, -0.1896], [6.2946, -1.5374, 3.6971], [0.0228, -1.7767, -3.6690], [5.4620, 0.6551, -0.1449], [1.1942, -2.6882, 1.5483], [2.7501, 1.5865, 0.0029], [-4.9575, 3.8950, 1.6429], [0.7277, -1.4898, -2.8912], [-0.5697, -1.2140, -7.4807], [5.0371, -4.7993, 3.3569], [-4.5740, 2.1711, 0.7962], [0.6408, -1.1422, -5.1846], [4.1874, -0.0413, 0.8149], [0.4958, -2.8652, -8.3594], [-1.8729, 1.2117, -2.5656], [0.8465, 4.7670, 0.6224], [3.6157, -3.3666, 5.6662], [-2.8125, 3.6458, -0.5595], [5.8278, 0.0060, 1.4630], [5.0976, 0.5525, 0.8764], [-2.3838, 3.4116, 1.0781], [1.2946, 3.7732, 0.6195], [-0.8631, 2.7769, -0.3112], [-4.1439, -3.4337, -2.0635], [0.4934, -1.7766, -8.3989], [-4.0941, -2.6844, -0.8703], [8.0411, -2.7030, 6.5144], [-2.7572, 1.8400, -2.4528], [-5.8971, 1.5222, 2.0688], [-2.4551, 0.2435, 3.5703], [1.9017, -1.7391, -5.4793], [-5.3316, -1.2902, -1.7541], [-0.5339, -0.1248, -7.4390], [-4.9970, -0.9450, -0.0217], [3.3662, -5.0408, 3.8813], [-6.1034, -3.4561, -1.2676], [4.7139, -5.5228, 4.9284], [4.3437, -3.4024, 4.8581], [-4.7771, -0.0457, 3.9440], [0.5097, 0.2873, -5.1742], [4.3574, 2.9546, 0.4300], [-3.4430, -0.3110, -1.4621], [-2.3996, 2.8393, -2.2591], [-0.4764, -1.7429, -6.1310], [1.3220, -1.1952, 0.0334], [-3.7426, 0.7110, 4.2901], [0.6488, 1.7483, 0.8720], [-1.0123, 0.9511, 2.2558], [-5.4818, 1.6599, -1.6406], [8.7343, -1.5936, 5.2997], [-5.2305, 1.2024, 1.4498], [1.9561, 3.7118, 1.4826], [-1.5638, -1.5026, -7.8142], [-0.5820, -1.1421, 1.8377], [5.7277, 2.3037, 1.9321], [4.3692, -4.7742, 4.2162], [2.1182, 3.5415, -0.6470], [-1.6442, -0.2429, 0.1848], [-4.8820, -4.6879, -0.5418], [-3.4742, -0.1248, 1.1698], [0.8024, -2.3970, 0.3145], [-3.5843, 1.2167, -1.3158], [3.1919, 2.4739, -0.4523], [-2.0913, -1.9869, 1.4150], [-4.0704, 1.9823, 4.0028], [0.1906, 2.7357, 0.8153], [-4.0741, 2.7181, -3.9295], [-0.6366, 3.6609, -0.9081], [1.4869, -1.4296, -8.1197], [-4.5717, -1.2408, -0.9804], [2.6091, 4.4725, -0.9282], [-0.7299, 1.9604, -1.0063], [-3.2632, -2.8866, -0.2030], [-1.7302, 1.4567, -4.8398], [-0.7266, 0.3193, 0.0342], [5.5973, -3.0604, 5.4886], [4.0505, 3.8582, 0.9594], [-3.8607, 0.9443, -4.1129], [-3.2265, 1.7061, 0.1024], [-0.0571, -2.8587, -3.7242], [-1.2248, -1.4616, 1.0206]],
  "lowdin_charge": [-0.04, 0.24, 0.12, 0.10, 0.16, 0.03, 0.08, 0.18, 0.08, 0.56, 0.11, 0.06, 0.09, -0.07, -0.02, -0.08, -0.13, 0.15, -0.27, 0.10, -0.12, -0.27, -0.26, 0.10, -0.04, 0.12, 0.11, 0.20, 0.11, -0.28, -0.11, 0.08, 0.18, 0.09, 0.14, 0.07, -0.24, 0.07, -0.87, 0.56, 0.06, 0.09, 0.13, 0.12, 0.12, 0.13, 0.06, -0.10, 0.13, -0.19, -0.15, -0.01, -0.07, -0.29, 0.08, -0.16, 0.15, -0.23, -0.25, 0.12, 0.11, 0.12, 0.08, 0.12, 0.09, -0.25, 0.16, -0.29, -0.22, -0.30, 0.11, -0.26, 0.17, -0.61, 0.10, 0.11, 1.10, 0.08, 0.19, 0.11, 0.12, 0.14, 0.10, -0.07, -0.20, -0.23, 0.12, 0.14, -0.77, -0.51, -0.20, 0.14, 0.15, -0.19, 0.11, 0.13, 0.08, -0.09, 0.12, 0.10, 0.13, 0.07, 0.13, -0.26, 0.10, 0.12, 0.01, 0.09, -0.08]
}